Record 1
86
Properties=species:S:1:pos:R:3:forces:R:3:lowdin_charge:R:1 method="wB97M-V/def2-TZVPD" e_tot_ev=-70293.7518
C 3.239737 3.825767 1.753990 0.1904 0.2268 0.3757 -0.035
C 1.858476 4.027561 1.128671 0.7801 0.0442 -0.6916 -0.337
F 0.935935 3.317935 1.897339 -0.0656 0.3649 -0.0249 -0.021
C 1.738717 3.550311 -0.359788 0.7310 -0.3091 0.6446 -0.054
C 2.762770 2.447614 -0.634870 -0.6658 0.4577 -0.3438 -0.120
C 2.571156 1.125963 -0.336338 0.6536 0.5321 -0.0313 -0.058
C 1.262780 0.705228 0.256832 0.0187 -0.2211 -0.4888 -0.201
C 1.099967 0.219229 1.546578 0.2882 0.0393 0.1888 -0.034
C -0.165880 -0.150373 1.977048 -0.4246 -0.2721 0.6178 -0.066
C -1.275420 -0.074727 1.154032 -0.2573 0.5437 -0.8773 -0.101
C -1.124286 0.424638 -0.143536 0.2003 -0.1902 0.4084 -0.076
C 0.137967 0.807874 -0.557904 -0.1808 0.1173 -0.7916 -0.050
C 3.650097 0.185156 -0.605915 -0.7580 -1.5497 0.3274 -0.153
C 3.449073 -1.292300 -0.218580 0.7758 0.2997 0.8411 -0.108
C 4.395994 -1.530461 0.987473 -0.1764 0.2843 0.6444 -0.265
O 4.180253 -1.037255 2.078801 -0.0271 -0.2896 -0.7778 0.029
C 4.839733 0.509055 -1.172592 1.1658 0.9877 -0.0541 -0.474
S 6.125324 -0.681880 -1.527144 -0.1827 -0.5524 -0.2681 0.825
C 5.059482 1.882553 -1.513771 -1.0468 0.7176 0.2347 -0.367
N 6.121093 2.447538 -2.057557 0.4722 0.0762 -0.2150 -0.241
S 5.830154 4.033118 -2.200777 -0.4824 -0.5390 0.4129 1.004
N 4.339762 4.088453 -1.557230 0.3192 0.3108 -0.3928 -0.230
C 4.005697 2.850154 -1.235398 0.3094 -0.9342 0.1824 -0.313
H 4.032889 4.234798 1.112872 -0.2950 -0.0515 0.0824 0.076
H 3.480486 2.773485 1.961256 -0.2616 0.2112 -0.2106 0.088
H 3.294080 4.365862 2.712691 -0.1069 -0.1859 -0.2826 0.083
H 1.646769 5.108991 1.169021 -0.4270 -0.4215 0.1265 0.138
H 0.713379 3.204928 -0.522960 0.2484 0.1828 0.0471 0.108
H 1.968771 4.375717 -1.044980 -0.1786 -0.0866 0.3133 0.111
H 1.959362 0.139439 2.213532 -0.2128 -0.0175 -0.1840 0.115
H -0.338156 -0.514813 2.990508 0.3142 0.0585 -0.1824 0.112
H -2.264715 -0.374730 1.476367 0.3350 0.0292 0.2103 0.047
H -1.956392 0.525619 -0.839089 0.1216 -0.0622 0.3196 0.078
H 0.232096 1.208573 -1.571912 0.1771 -0.1585 0.2820 0.126
H 3.722734 -1.966549 -1.037128 -0.2348 0.1214 0.2073 0.078
H 2.437878 -1.473352 0.165238 0.2170 0.0092 -0.3824 0.115
H 5.321736 -2.126651 0.860538 -0.4155 0.0334 -0.2914 0.080
H 7.274185 -0.181087 -1.009079 -0.6897 0.5099 0.0216 -0.108
C -3.789131 -2.327701 -2.115360 0.1229 -0.0870 0.0269 -0.098
C -4.542407 -3.423677 -1.371944 0.1018 0.1121 -0.2405 -0.256
C -5.091454 -2.964094 -0.017646 -0.1421 -0.2727 -0.2545 -0.185
C -4.025204 -2.630966 0.923910 -0.1423 0.1010 0.0851 -0.204
N -3.187066 -2.366718 1.662685 -0.1545 -0.2827 0.0378 0.170
H -2.900877 -2.008977 -1.565481 -0.0371 0.0312 0.0199 0.068
H -3.462137 -2.688140 -3.091327 0.0027 0.0491 0.0033 0.076
H -4.426291 -1.456166 -2.273845 -0.0093 -0.0043 -0.0004 0.049
H -3.885000 -4.285026 -1.236892 -0.0566 -0.0060 0.0712 0.113
H -5.379593 -3.756242 -1.989539 -0.0432 -0.0342 0.1127 0.108
H -5.701451 -3.761832 0.410431 0.0445 0.0681 0.1381 0.120
H -5.748817 -2.100950 -0.146718 0.0862 0.0660 0.1228 0.106
C -3.869328 1.625904 3.249863 -0.0851 -0.0123 -0.0055 -0.101
C -4.245629 2.355740 1.964717 0.2725 -0.1908 0.5292 -0.277
C -5.755086 2.524336 1.783620 0.2514 0.1991 -0.1317 -0.188
C -6.433444 1.239689 1.607953 -0.1462 0.0888 0.0662 -0.234
N -6.966030 0.232017 1.463188 0.1019 -0.0348 -0.1042 0.143
H -4.249982 0.601814 3.255056 -0.0128 0.0139 0.0161 0.070
H -2.784601 1.576358 3.348416 -0.0201 -0.0057 -0.0040 0.067
H -4.265363 2.143105 4.127362 0.0036 -0.0288 0.0095 0.075
H -3.829935 1.825208 1.113877 0.0024 0.0346 0.0275 0.056
H -3.784693 3.344775 1.978648 -0.0794 0.0145 -0.1615 0.112
H -5.942781 3.142719 0.902197 -0.1003 -0.0820 -0.0176 0.108
H -6.181768 3.055701 2.636904 -0.0952 -0.1399 0.0186 0.121
C 7.829517 -6.502478 0.610144 0.0126 0.0635 0.0110 -0.110
C 6.843991 -6.006349 1.662188 0.3134 -0.1144 -0.0993 -0.262
C 5.401728 -5.944953 1.151177 0.0958 -0.0120 0.3893 -0.185
C 5.232615 -4.958881 0.085050 -0.1152 -0.1398 -0.0697 -0.209
N 5.100442 -4.185726 -0.753349 0.0252 -0.0500 0.0033 0.177
H 7.880290 -5.821757 -0.241517 -0.0378 -0.0265 -0.0065 0.073
H 8.830720 -6.575366 1.035770 -0.0078 -0.0155 -0.0334 0.072
H 7.546469 -7.490994 0.242683 0.0089 0.0140 -0.0119 0.076
H 7.157675 -5.022399 2.017115 -0.1100 0.0042 0.0191 0.111
H 6.878067 -6.679693 2.521131 -0.1221 0.0499 0.0165 0.108
H 4.738767 -5.682987 1.978511 -0.0791 0.0746 -0.1126 0.120
H 5.087666 -6.927977 0.794649 -0.0096 0.0668 -0.1273 0.121
C -5.950093 3.695246 -3.589528 0.0603 0.0007 -0.0159 -0.107
C -5.495969 2.240698 -3.632366 -0.1195 0.2828 -0.1549 -0.257
C -5.300726 1.632831 -2.240656 -0.0756 -0.1653 -0.2947 -0.177
C -4.210860 2.271723 -1.504171 -0.0869 0.0561 0.0332 -0.214
N -3.362555 2.783136 -0.922243 -0.0339 0.0988 -0.3367 0.186
H -5.196985 4.334804 -3.125594 -0.0202 -0.0211 0.0307 0.073
H -6.122615 4.066661 -4.599949 -0.0131 0.0219 0.0309 0.073
H -6.881287 3.798897 -3.028525 0.0116 0.0103 -0.0032 0.076
H -4.570098 2.166893 -4.206732 0.0104 -0.0832 0.0684 0.114
H -6.247503 1.653199 -4.163936 0.0502 -0.0950 0.0775 0.110
H -5.078450 0.569881 -2.341423 0.0725 0.0145 0.1323 0.091
H -6.226386 1.707365 -1.664722 0.0758 0.0509 0.0907 0.119

---

Record 2
42
Properties=species:S:1:pos:R:3:forces:R:3:nbo_charge:R:1 method="wB97M-V/def2-TZVPD" e_above_lowest_kj_mol=74.19
C 1.631397 -1.969307 4.360991 -0.0143 0.0242 -0.0436 -0.401
N 1.383313 -1.581742 2.993618 0.0710 0.0523 0.0048 -0.432
C 1.125027 -2.731787 2.144287 -0.1044 -0.0360 -0.0550 -0.221
C 1.221535 -2.309777 0.670999 -0.0015 -0.3560 0.1068 -0.225
N 0.890315 -0.916324 0.550605 -0.1230 0.0072 0.0001 -0.391
C -0.048790 -0.366316 -0.244337 -0.0503 0.3690 -0.2158 0.487
N 0.144504 0.906231 -0.553271 0.2177 -0.2314 0.2349 -0.515
C -0.616936 1.470932 -1.490544 -0.3672 -0.9707 -0.1486 0.392
N -1.525631 0.853377 -2.212129 0.0197 0.6681 -0.1653 -0.520
C -1.860672 -0.395036 -1.825733 0.2613 -0.3774 0.4574 0.273
C -2.937704 -1.032257 -2.472225 -0.0795 -0.1963 0.0329 -0.230
C -3.404071 -2.235064 -2.016263 -0.0117 0.1835 -0.1626 -0.188
C -2.840026 -2.824646 -0.879764 0.1684 -0.1407 0.2778 -0.235
C -1.763523 -2.245626 -0.255025 -0.1395 -0.1929 0.0149 -0.173
C -1.204865 -1.058366 -0.750459 -0.1938 0.3047 -0.4520 -0.198
H -1.383358 -2.681219 0.655906 0.0738 -0.0875 0.0434 0.209
H -3.263285 -3.737593 -0.486901 -0.0164 -0.0486 0.0556 0.214
H -4.236251 -2.717882 -2.507893 -0.0678 -0.0074 -0.0432 0.215
H -3.397239 -0.523026 -3.304589 -0.0276 0.0591 -0.0908 0.224
C -0.370445 2.893268 -1.778239 -0.0796 0.7242 -0.3830 0.144
N 0.507177 3.532300 -1.011273 0.0244 -0.3815 0.1895 -0.388
C 0.735033 4.807769 -1.251341 0.0459 0.4069 -0.0911 0.035
C 0.111886 5.525176 -2.263144 -0.0569 -0.0813 -0.0369 -0.253
C -0.804237 4.860189 -3.064602 0.0888 0.0289 0.0854 -0.179
C -1.053693 3.522745 -2.820561 0.0923 -0.0549 0.1215 -0.212
H -1.754886 2.951115 -3.406138 -0.0501 -0.0230 -0.0371 0.243
H -1.314317 5.378712 -3.864505 -0.0273 0.0116 -0.0378 0.215
H 0.336209 6.569654 -2.417686 0.0372 0.0716 0.0125 0.217
H 1.456753 5.281510 -0.597139 0.0376 0.1208 -0.0013 0.188
C 1.875072 -0.052815 1.168611 0.1661 0.2954 0.1996 -0.214
H 2.690730 0.169485 0.469237 -0.0507 0.0638 0.0278 0.195
C 2.418696 -0.735632 2.432511 -0.0621 -0.0607 -0.0982 -0.237
H 2.681267 0.027231 3.166714 0.0514 -0.0280 -0.0526 0.214
H 3.335991 -1.309315 2.205946 -0.0073 0.0380 0.0629 0.157
H 1.376810 0.887271 1.406187 0.1626 -0.0823 0.0253 0.242
H 2.257523 -2.436587 0.325483 -0.1284 -0.0192 -0.0154 0.192
H 0.587382 -2.922368 0.033120 0.1266 0.0427 0.0461 0.231
H 0.120985 -3.097050 2.383504 0.0436 -0.0898 -0.0410 0.193
H 1.839009 -3.554718 2.332679 -0.0393 0.0560 -0.0237 0.168
H 2.543518 -2.577725 4.476325 0.0037 -0.0141 0.0133 0.161
H 1.726892 -1.075471 4.974879 0.0124 -0.0027 0.0918 0.202
H 0.782907 -2.549318 4.722159 -0.0058 -0.0457 0.0908 0.201

---

Record 3
15
Properties=species:S:1:pos:R:3:forces:R:3:nbo_charge:R:1 method="wB97M-V/def2-TZVPD" e_above_lowest_kj_mol=254.21
C -1.479824 -0.796582 0.611642 -0.3162 -5.0889 5.6069 -0.629
C -0.388004 -0.191428 -0.026402 1.6134 -0.6257 -2.4031 -0.195
C 1.108076 -0.584881 0.278396 -2.2547 2.0972 0.4593 -0.405
C 0.445953 0.829812 0.604841 -0.4885 0.8154 0.8784 -0.317
H -2.374735 -0.324406 0.554951 -2.7594 1.6043 -0.9388 0.224
H -1.363023 -0.796926 1.711080 0.3892 0.2532 0.1752 0.196
H -1.667394 -1.926254 0.522361 0.4432 1.5841 -0.8798 0.231
H 0.027078 -0.555895 -2.113615 2.2599 -0.7586 -1.7909 0.125
H 1.169270 -1.205736 1.167463 0.1070 0.1317 -0.0409 0.233
H 2.733867 0.668209 -0.736948 0.0002 -0.7292 -0.2495 0.149
H 0.276110 0.944656 1.756759 0.2535 0.3386 -2.4247 0.248
H -0.403934 2.307583 -1.405338 0.4286 -0.7162 0.8274 0.166
S -1.079926 -0.124103 -1.698289 -0.8696 1.0169 0.1787 0.016
S 2.461724 -0.673474 -0.816839 0.3454 0.6417 -0.5675 0.021
S 0.534764 2.429424 -0.410055 0.8479 -0.5646 1.1692 -0.063

---

Please write out number 3 again, unchanged.
15
Properties=species:S:1:pos:R:3:forces:R:3:nbo_charge:R:1 method="wB97M-V/def2-TZVPD" e_above_lowest_kj_mol=254.21
C -1.479824 -0.796582 0.611642 -0.3162 -5.0889 5.6069 -0.629
C -0.388004 -0.191428 -0.026402 1.6134 -0.6257 -2.4031 -0.195
C 1.108076 -0.584881 0.278396 -2.2547 2.0972 0.4593 -0.405
C 0.445953 0.829812 0.604841 -0.4885 0.8154 0.8784 -0.317
H -2.374735 -0.324406 0.554951 -2.7594 1.6043 -0.9388 0.224
H -1.363023 -0.796926 1.711080 0.3892 0.2532 0.1752 0.196
H -1.667394 -1.926254 0.522361 0.4432 1.5841 -0.8798 0.231
H 0.027078 -0.555895 -2.113615 2.2599 -0.7586 -1.7909 0.125
H 1.169270 -1.205736 1.167463 0.1070 0.1317 -0.0409 0.233
H 2.733867 0.668209 -0.736948 0.0002 -0.7292 -0.2495 0.149
H 0.276110 0.944656 1.756759 0.2535 0.3386 -2.4247 0.248
H -0.403934 2.307583 -1.405338 0.4286 -0.7162 0.8274 0.166
S -1.079926 -0.124103 -1.698289 -0.8696 1.0169 0.1787 0.016
S 2.461724 -0.673474 -0.816839 0.3454 0.6417 -0.5675 0.021
S 0.534764 2.429424 -0.410055 0.8479 -0.5646 1.1692 -0.063